Model P:
# C5H11BCl2O2

A 2-piece molecular cluster, C5H11BCl2O2 overall (ωB97M-V/def2-TZVPD, the Open Molecules 2025 dataset).

Summary:
SMILES: CCC/C=C(\Cl)B(O)O.Cl
HOMO energy, eV: -9.297
Total charge: 0

Each line ends with the Löwdin charge.
Cartesian coordinates (Å):
C  1.7246  1.8514  -0.0604  -0.12
C  0.2817  1.3423  -0.1938  -0.32
C  0.4104  -0.0377  0.3153  -0.27
C  -0.8547  -0.8550  -0.0246  -0.13
C  -1.9789  -0.8603  0.6416  -0.59
Cl  -2.1881  0.2016  1.9759  0.75
B  -3.3198  -1.5025  0.2982  -0.76
O  -4.2238  -0.6022  -0.1918  0.13
O  -3.6155  -2.8341  0.2059  0.17
H  2.3416  1.3191  -0.7767  0.07
H  2.3629  1.6331  0.8203  0.08
H  1.5652  2.8924  -0.2223  0.06
H  -0.5772  1.8896  0.2815  0.06
H  0.0564  1.3139  -1.3061  0.12
H  0.6563  -0.0655  1.3920  0.12
H  1.2156  -0.6282  -0.2156  0.12
H  -0.5663  -1.7651  -0.6558  0.14
H  -4.8399  -1.0833  -0.6510  0.08
H  -3.2875  -3.6224  0.7248  0.15
Cl  -2.9381  1.9553  -0.8682  0.46
H  -3.6935  1.1193  -0.4394  -0.32


Model Q:
# C5H11BCl2O2

C5H11BCl2O2 as an isolated structure (ωB97M-V/def2-TZVPD, the Open Molecules 2025 dataset).

Summary:
HOMO energy, eV: -10.361
Total charge: 0

Each line ends with the Löwdin charge.
Cartesian coordinates (Å):
B  1.2585  -0.5420  -3.2868  -0.72
C  -2.0685  -0.1613  0.4154  -0.11
C  -0.7337  0.4644  0.1496  -0.30
C  0.2542  -0.0214  1.2090  -0.20
C  1.6438  0.5549  1.0191  -0.32
C  2.2332  0.3458  -0.3436  -1.00
O  1.7010  -1.6457  -3.0674  0.14
O  0.9952  0.6303  -3.7188  0.08
Cl  4.1903  0.2231  -0.2929  0.44
Cl  2.0054  1.7932  -1.1779  0.70
H  -1.9987  -1.2186  0.5313  0.07
H  -2.8043  -0.0479  -0.3077  0.06
H  -2.2881  0.1457  1.3763  0.05
H  -0.4278  0.2618  -0.8845  0.09
H  -0.8418  1.5757  0.3017  0.13
H  0.2689  -1.1245  1.0715  0.13
H  -0.3643  0.2442  2.1227  0.14
H  1.9694  1.5721  1.2036  0.09
H  2.3292  -0.1275  1.5905  0.11
H  1.6517  -0.3955  -0.9632  0.06
H  1.2345  1.4560  -4.6834  0.38


The most stable structure shown above is model P; the least stable is model Q.